1.
Entry from the OMol25 dataset: a molecular structure, C58H50FGeN3P2RbS (wB97M-V/def2-TZVPD).

molecular weight = 1060.150 g/mol
relative energy (zero: lowest compared OMol25 entry of this formula, charge and spin) = 0.0 kcal per mole
multiplicity = 2
largest force on an atom = 0.42 eV/Å
gap between HOMO and LUMO (alpha / beta) = 5.85 / 4.91 eV
E_tot = -154729.359 eV

```
117
Properties=species:S:1:pos:R:3:forces:R:3:mulliken_charge:R:1
Rb 0.419 -0.110 0.095 -0.077 0.389 -0.127 0.90
N -1.354 -3.394 -0.744 -0.058 -0.096 -0.144 -0.07
P -2.025 -2.369 0.446 0.065 -0.026 0.043 0.51
C -3.772 -2.293 -0.067 -0.053 -0.017 0.046 0.25
C -4.249 -1.082 -0.554 0.000 0.054 -0.014 -0.41
C -5.528 -0.988 -1.083 -0.011 0.000 -0.007 -0.60
C -6.340 -2.109 -1.127 -0.058 0.037 -0.032 -0.49
C -5.877 -3.324 -0.637 -0.047 -0.030 -0.013 -0.71
C -4.602 -3.414 -0.110 0.078 -0.043 0.045 -0.42
C -2.032 -3.484 1.878 -0.105 -0.025 0.008 0.24
C -0.939 -4.323 2.087 0.012 0.022 -0.022 -0.52
C -0.834 -5.059 3.256 0.004 -0.081 0.068 -0.12
C -1.822 -4.966 4.225 -0.024 0.014 0.026 -0.77
C -2.915 -4.134 4.022 -0.012 0.000 0.032 -0.72
C -3.019 -3.391 2.857 0.009 0.007 0.046 -0.71
P -0.441 -2.700 -2.010 -0.031 -0.048 0.113 0.21
C 0.045 -4.232 -2.860 0.014 -0.004 -0.113 -0.04
C 0.280 -5.404 -2.145 -0.059 0.066 0.012 -0.26
C 0.727 -6.543 -2.795 0.020 -0.069 -0.022 -0.51
C 0.951 -6.524 -4.162 0.013 -0.005 -0.037 -0.54
C 0.723 -5.358 -4.882 -0.001 -0.024 0.000 -0.58
C 0.274 -4.220 -4.235 0.015 0.005 -0.019 -0.74
C -1.712 -2.029 -3.143 -0.050 -0.010 -0.033 0.45
C -2.817 -2.768 -3.565 0.040 -0.055 0.043 -0.20
C -3.822 -2.171 -4.299 -0.062 0.028 -0.032 -0.74
C -3.733 -0.824 -4.634 -0.008 0.028 -0.015 -0.55
C -2.636 -0.081 -4.231 -0.036 0.019 -0.037 -0.53
C -1.633 -0.685 -3.484 0.071 0.062 0.006 -0.67
H -1.914 -4.206 -0.992 0.067 -0.024 0.038 0.46
H -3.612 -0.205 -0.524 0.020 0.001 0.004 0.51
H -5.886 -0.040 -1.462 -0.029 0.032 -0.019 0.43
H -7.339 -2.039 -1.538 -0.011 0.001 -0.008 0.39
H -6.513 -4.198 -0.665 -0.015 -0.014 -0.002 0.42
H -4.248 -4.361 0.284 0.014 -0.012 0.008 0.43
H -0.145 -4.381 1.353 -0.050 0.003 0.008 0.14
H 0.036 -5.686 3.412 -0.088 0.015 0.012 0.41
H -1.737 -5.535 5.141 0.008 -0.007 0.019 0.42
H -3.687 -4.057 4.777 -0.006 -0.009 0.014 0.40
H -3.871 -2.737 2.713 -0.019 0.017 -0.016 0.48
H 0.124 -5.424 -1.074 -0.049 0.008 -0.033 0.57
H 0.904 -7.447 -2.227 0.007 -0.026 0.005 0.45
H 1.301 -7.413 -4.669 0.004 -0.022 -0.004 0.37
H 0.893 -5.336 -5.950 0.008 -0.010 -0.025 0.40
H 0.090 -3.319 -4.809 -0.007 0.016 0.015 0.40
H -2.895 -3.818 -3.309 0.016 -0.036 0.019 0.39
H -4.681 -2.750 -4.611 -0.022 -0.018 -0.009 0.43
H -4.521 -0.359 -5.210 -0.025 0.024 -0.015 0.39
H -2.560 0.966 -4.493 -0.009 0.030 -0.018 0.45
H -0.775 -0.098 -3.167 -0.015 -0.039 0.015 0.49
F -0.082 5.957 0.928 0.019 -0.019 -0.029 -0.39
C 0.482 4.953 0.224 -0.039 0.117 0.064 0.68
C 0.107 4.780 -1.099 0.028 -0.037 0.008 -0.70
C 0.684 3.757 -1.820 -0.002 0.040 0.064 -0.59
C 1.648 2.900 -1.230 0.033 -0.131 -0.111 0.80
C 2.259 1.866 -1.958 -0.005 0.055 0.060 -1.54
C 1.981 3.117 0.129 0.033 -0.001 0.116 -0.30
C 1.405 4.136 0.854 0.005 -0.015 -0.005 -0.41
H -0.620 5.447 -1.539 -0.028 0.029 -0.011 0.45
H 0.412 3.610 -2.857 0.003 -0.010 -0.030 0.42
H 3.009 1.244 -1.490 0.023 -0.053 -0.013 0.41
H 2.035 1.708 -3.002 -0.020 -0.008 -0.055 0.33
H 2.701 2.459 0.605 0.002 -0.005 -0.010 0.34
H 1.648 4.299 1.895 0.000 0.011 0.023 0.51
S -2.590 5.325 4.288 -0.015 0.022 -0.019 -0.21
C -1.975 3.987 3.303 -0.004 0.042 -0.012 0.31
C -1.170 2.988 3.829 0.062 -0.034 -0.019 -0.84
C -0.723 1.981 2.988 -0.005 0.306 0.117 -0.69
N -1.031 1.920 1.698 -0.171 -0.140 -0.308 0.51
C -1.831 2.865 1.213 -0.111 0.095 -0.103 -0.73
C -2.326 3.918 1.961 0.019 -0.098 0.017 -0.64
C -1.121 5.699 5.214 0.087 -0.001 0.197 -0.05
C 0.025 6.177 4.590 -0.079 -0.052 -0.069 -0.01
C 1.133 6.450 5.371 0.084 0.050 -0.144 -0.45
N 1.167 6.300 6.691 0.129 0.038 0.072 -0.60
C 0.065 5.857 7.278 -0.135 -0.065 0.120 -0.36
C -1.099 5.537 6.591 -0.066 0.036 -0.081 -0.07
H -0.877 2.979 4.869 0.003 0.016 0.039 0.61
H -0.082 1.207 3.366 0.190 -0.179 0.150 0.66
H -2.070 2.799 0.156 -0.017 0.000 -0.003 0.48
H -2.939 4.682 1.507 -0.031 0.041 -0.036 0.48
H 0.055 6.326 3.519 -0.019 0.004 -0.024 0.51
H 2.041 6.820 4.909 0.016 0.003 -0.009 0.39
H 0.107 5.737 8.354 0.000 0.002 0.007 0.37
H -1.967 5.166 7.117 -0.015 -0.018 0.016 0.42
C 4.616 -0.792 2.750 -0.023 -0.061 0.074 -1.57
Ge 2.771 -1.144 2.057 0.298 0.122 0.150 0.87
C 1.644 -0.707 3.676 0.061 0.090 -0.036 0.11
C 0.357 -1.237 3.799 -0.006 -0.133 -0.055 0.01
C -0.488 -0.901 4.844 -0.068 -0.034 0.117 -0.32
C -0.067 -0.002 5.816 -0.062 -0.008 0.003 -0.75
C 1.203 0.549 5.718 -0.002 0.094 0.053 -0.76
C 2.036 0.204 4.661 0.119 0.022 -0.010 -0.21
C 2.624 -3.155 2.104 0.007 -0.010 -0.149 -0.36
C 2.367 -3.757 0.896 0.099 0.068 -0.127 -0.56
C 2.261 -5.158 0.747 0.068 -0.162 0.008 -0.92
C 2.387 -5.973 1.831 0.031 0.010 -0.033 -0.98
C 2.640 -5.416 3.111 0.047 -0.107 -0.083 0.77
C 2.761 -6.241 4.255 0.016 -0.020 0.041 -0.56
C 2.993 -5.700 5.486 -0.016 -0.092 0.000 -0.58
C 3.120 -4.304 5.626 -0.004 0.072 -0.001 -1.11
C 3.012 -3.489 4.535 0.040 -0.051 0.055 -0.49
C 2.768 -4.013 3.241 -0.095 0.151 0.118 1.18
H 4.885 -1.326 3.662 -0.021 -0.049 0.061 0.34
H 4.739 0.276 2.934 0.006 0.070 -0.008 0.37
H 5.330 -1.068 1.975 0.045 -0.020 -0.039 0.44
H 0.012 -1.964 3.071 -0.021 -0.066 -0.070 -0.20
H -1.472 -1.351 4.905 -0.035 -0.011 0.006 0.38
H -0.717 0.260 6.641 -0.013 0.000 0.016 0.37
H 1.552 1.246 6.472 -0.013 -0.001 0.004 0.45
H 3.030 0.637 4.624 0.026 0.023 -0.025 0.31
H 2.261 -3.139 0.006 -0.002 -0.010 0.030 0.36
H 2.087 -5.579 -0.235 0.076 -0.007 0.040 0.92
H 2.309 -7.050 1.734 -0.006 -0.022 -0.003 0.35
H 2.666 -7.313 4.132 -0.003 -0.047 0.007 0.41
H 3.084 -6.341 6.355 -0.006 -0.002 0.001 0.38
H 3.298 -3.875 6.604 0.013 0.003 0.025 0.45
H 3.100 -2.419 4.646 0.023 0.018 0.026 0.31
```
Forces are in eV/Å.

2.
Entry from the OMol25 dataset: 16 unconnected molecules or ions with the total composition C48H128O16 at a distorted geometry (wB97M-V/def2-TZVPD).

molecular weight = 961.536 g/mol
relative energy (zero: lowest compared OMol25 entry of this formula, charge and spin) = 177.6 kcal per mole
multiplicity = 1
largest force on an atom = 3.52 eV/Å
gap between HOMO and LUMO = 9.83 eV
E_tot = -84606.337 eV

```
192
Properties=species:S:1:pos:R:3:forces:R:3:mulliken_charge:R:1
C -3.985 5.364 -2.114 0.053 0.613 0.701 -1.31
C -4.294 6.859 -2.437 -1.057 -1.257 0.324 0.62
C -5.475 7.405 -1.593 -0.477 -0.649 0.191 -1.30
O -3.176 7.667 -2.204 0.917 0.158 0.229 -0.55
H -4.811 4.712 -2.399 0.011 0.165 -0.323 0.35
H -3.870 5.204 -1.042 -0.137 0.333 0.288 0.31
H -3.045 4.970 -2.500 -0.097 0.342 -0.581 0.35
H -4.519 6.919 -3.502 -0.328 -0.079 -0.158 0.17
H -6.267 6.706 -1.326 0.135 -0.683 -0.461 0.34
H -6.053 8.195 -2.073 0.503 0.429 -0.035 0.38
H -5.132 7.688 -0.598 0.350 0.457 -0.180 0.33
H -3.441 8.561 -2.432 0.156 0.170 0.030 0.31
C 5.807 2.828 3.519 0.862 0.517 -0.784 -1.28
C 7.212 3.324 3.010 -1.020 0.074 0.154 0.61
C 8.351 3.110 3.950 0.922 -0.521 0.890 -1.30
O 7.446 2.665 1.792 0.059 -1.109 -0.988 -0.52
H 5.769 1.745 3.642 0.438 -0.040 0.094 0.31
H 5.093 3.037 2.722 -0.111 0.190 0.092 0.30
H 5.470 3.290 4.446 0.201 0.131 -0.075 0.39
H 7.239 4.364 2.686 -0.792 0.552 0.826 0.21
H 8.702 2.078 3.960 -0.495 -0.331 0.051 0.30
H 8.113 3.385 4.977 -0.033 0.112 -0.007 0.33
H 9.264 3.633 3.666 -0.140 0.489 -0.157 0.36
H 8.230 3.059 1.403 0.091 -0.096 -0.135 0.28
C 1.785 3.611 8.960 0.712 -1.425 0.282 -1.22
C 2.342 2.148 9.034 -0.935 1.161 0.432 0.49
C 1.666 1.267 8.056 -1.420 -0.368 -0.851 -1.22
O 3.706 2.146 8.817 1.626 0.325 -0.069 -0.54
H 1.901 3.956 7.933 -0.292 0.108 0.021 0.31
H 2.336 4.283 9.618 0.023 -0.123 0.031 0.31
H 0.749 3.554 9.294 -0.073 0.319 -0.300 0.36
H 2.146 1.720 10.017 -0.163 0.230 0.450 0.21
H 2.050 0.248 8.026 0.074 -0.023 0.204 0.36
H 1.672 1.648 7.035 0.307 0.171 -0.040 0.29
H 0.613 1.241 8.339 -0.200 -0.355 -0.059 0.32
H 4.002 1.258 9.028 0.338 -0.015 -0.116 0.32
C -2.796 -3.465 5.911 -0.517 -0.433 -0.670 -1.07
C -4.037 -4.244 5.494 0.197 -0.680 0.467 0.54
C -4.182 -5.520 6.263 0.003 -0.603 -0.141 -1.38
O -5.229 -3.534 5.702 -0.360 0.709 -0.056 -0.55
H -1.917 -4.077 5.709 0.119 0.110 -0.080 0.27
H -2.812 -3.236 6.977 -0.102 0.365 -0.151 0.30
H -2.808 -2.612 5.233 0.542 0.480 0.511 0.32
H -3.966 -4.494 4.435 0.205 -0.039 -0.277 0.23
H -3.278 -6.103 6.092 -0.023 -0.221 0.343 0.38
H -5.034 -6.094 5.900 -0.005 -0.009 -0.047 0.32
H -4.355 -5.333 7.323 0.236 0.048 0.045 0.35
H -5.207 -2.797 5.087 -0.304 0.304 0.029 0.29
C -3.503 -6.023 -2.395 -0.489 -0.227 -0.012 -1.30
C -3.404 -6.814 -1.079 0.747 2.360 -1.146 0.69
C -4.661 -7.494 -0.738 -1.331 -1.336 -0.084 -1.35
O -2.404 -7.738 -1.247 1.293 -2.196 0.212 -0.55
H -4.350 -5.338 -2.348 0.120 0.219 -0.233 0.34
H -3.632 -6.718 -3.225 -0.391 -0.177 0.039 0.33
H -2.582 -5.505 -2.661 0.037 0.309 0.442 0.34
H -3.075 -6.104 -0.321 -0.362 0.202 0.492 0.18
H -4.874 -8.262 -1.482 0.130 0.009 -0.421 0.35
H -5.539 -6.849 -0.766 0.182 0.207 0.348 0.36
H -4.632 -8.094 0.172 0.138 0.484 0.351 0.32
H -1.571 -7.323 -1.484 -0.045 0.155 0.012 0.30
C -6.728 0.074 -5.183 -0.574 0.592 -0.970 -1.19
C -7.352 1.111 -6.167 -0.913 -1.179 0.762 0.55
C -8.854 1.335 -5.931 0.184 -0.580 1.213 -1.35
O -6.713 2.340 -6.007 0.458 0.596 -0.214 -0.49
H -5.668 -0.060 -5.400 -0.033 0.037 -0.015 0.30
H -7.244 -0.872 -5.346 0.095 -0.107 0.142 0.36
H -6.840 0.376 -4.142 -0.089 0.121 -0.059 0.29
H -7.268 0.743 -7.189 0.462 -0.157 -0.225 0.15
H -9.310 2.114 -6.543 0.140 -0.170 -0.359 0.39
H -8.971 1.660 -4.897 0.005 0.204 0.155 0.34
H -9.422 0.406 -5.972 -0.068 0.005 -0.454 0.34
H -7.279 2.921 -6.521 0.343 0.642 0.033 0.31
C -5.109 4.856 5.300 -0.493 1.212 1.217 -1.14
C -3.963 3.973 5.688 -1.493 -1.547 0.281 0.45
C -4.394 2.768 6.600 1.417 0.571 -0.480 -1.28
O -3.554 3.497 4.441 1.323 -1.346 -1.101 -0.52
H -5.890 4.361 4.723 0.358 -0.378 -0.022 0.27
H -4.686 5.659 4.696 -0.336 0.307 0.014 0.35
H -5.600 5.259 6.185 -0.055 0.422 0.019 0.35
H -3.105 4.478 6.131 -0.273 0.304 0.486 0.24
H -3.610 2.013 6.543 0.177 -0.024 -0.093 0.33
H -5.307 2.235 6.333 -0.201 0.554 -0.067 0.32
H -4.368 3.101 7.638 -0.508 0.003 0.020 0.37
H -3.123 4.239 4.009 0.087 -0.098 -0.328 0.28
C 8.722 -2.099 -0.963 0.352 -0.904 -0.734 -1.25
C 8.086 -2.750 0.267 0.654 0.160 0.575 0.64
C 8.579 -4.149 0.659 -0.121 -0.122 -1.091 -1.30
O 8.474 -1.949 1.381 -0.318 0.252 0.473 -0.55
H 9.798 -1.960 -0.852 0.107 -0.271 0.465 0.34
H 8.379 -1.105 -1.251 -0.624 -0.066 0.327 0.33
H 8.621 -2.748 -1.833 -0.216 0.009 -0.198 0.33
H 6.999 -2.791 0.207 -0.189 0.181 -0.239 0.18
H 8.171 -4.943 0.033 -0.161 0.161 -0.390 0.35
H 8.240 -4.423 1.658 0.380 0.403 0.134 0.32
H 9.658 -4.202 0.512 0.088 -0.008 0.533 0.32
H 8.158 -1.060 1.203 0.021 0.240 0.158 0.27
C 3.041 -5.091 4.186 0.895 0.866 -0.136 -1.23
C 3.843 -6.253 4.745 -1.520 -0.280 -0.964 0.41
C 3.490 -6.559 6.170 0.411 0.006 0.248 -1.21
O 3.551 -7.380 3.921 0.611 -0.546 -0.174 -0.56
H 3.348 -4.902 3.158 0.285 0.155 0.029 0.34
H 3.300 -4.232 4.805 -0.314 0.393 -0.197 0.34
H 1.957 -5.176 4.103 -0.085 -0.494 0.625 0.33
H 4.905 -6.035 4.638 0.026 -0.147 -0.055 0.29
H 2.409 -6.614 6.296 -0.026 0.088 0.105 0.27
H 3.921 -5.770 6.787 -0.224 -0.073 0.366 0.35
H 3.922 -7.522 6.444 0.032 0.069 0.139 0.33
H 2.599 -7.418 3.806 -0.090 -0.033 0.001 0.34
C 0.079 -0.106 0.768 -0.416 0.032 0.545 -1.16
C -0.226 -1.024 -0.405 -1.170 1.525 -0.356 0.44
C -0.849 -0.335 -1.669 0.033 -0.068 -0.052 -1.15
O 0.930 -1.686 -0.784 0.743 -1.247 -0.327 -0.47
H 0.772 0.700 0.528 -0.088 0.108 -0.150 0.25
H 0.504 -0.672 1.597 0.339 -0.271 -0.220 0.32
H -0.828 0.287 1.229 -0.160 0.410 -0.377 0.35
H -0.950 -1.749 -0.032 0.166 -0.385 -0.206 0.22
H -1.848 0.100 -1.627 -0.113 -0.038 0.834 0.34
H -0.947 -1.052 -2.483 0.300 -0.305 0.109 0.32
H -0.232 0.475 -2.059 0.391 0.021 0.184 0.25
H 1.624 -1.058 -0.999 0.020 0.227 0.000 0.30
C 0.886 -3.379 -7.480 -0.159 -0.273 1.132 -1.20
C 1.910 -2.751 -8.377 -1.408 -1.395 -2.192 0.29
C 2.622 -3.830 -9.247 0.611 1.940 1.178 -1.17
O 1.157 -1.928 -9.286 0.437 1.231 0.051 -0.56
H 1.308 -3.908 -6.625 0.174 0.161 0.188 0.35
H 0.296 -4.143 -7.985 -0.015 0.121 -0.392 0.30
H 0.203 -2.604 -7.133 0.018 -0.076 0.206 0.33
H 2.620 -2.097 -7.869 -0.078 -0.066 -0.053 0.32
H 1.941 -4.463 -9.816 -0.012 -0.164 0.457 0.35
H 3.290 -4.309 -8.531 0.069 -0.789 -0.537 0.34
H 3.206 -3.234 -9.948 0.275 -0.361 -0.161 0.31
H 0.586 -2.458 -9.847 0.079 -0.311 0.143 0.33
C 3.779 -8.337 -2.609 0.543 -0.949 0.520 -1.40
C 3.759 -6.863 -2.383 0.927 0.031 -1.860 0.57
C 4.598 -6.252 -3.514 0.003 0.330 -0.513 -1.34
O 2.454 -6.437 -2.578 -1.421 0.627 0.197 -0.50
H 3.109 -8.857 -1.925 0.193 -0.149 0.034 0.32
H 4.813 -8.668 -2.510 -0.005 -0.308 0.509 0.40
H 3.548 -8.636 -3.631 -0.463 0.441 -0.049 0.35
H 4.098 -6.527 -1.403 0.332 -0.362 0.173 0.25
H 5.634 -6.587 -3.569 0.160 0.373 0.483 0.37
H 4.476 -5.170 -3.564 0.576 0.256 0.455 0.34
H 4.202 -6.531 -4.490 -0.416 -0.483 0.091 0.36
H 2.496 -5.480 -2.519 -0.464 0.219 -0.020 0.28
C 3.692 3.452 -2.307 -0.439 -0.067 -0.586 -1.31
C 4.256 2.151 -2.907 -1.215 -0.257 1.790 0.66
C 5.407 2.349 -3.773 1.879 0.914 -1.310 -1.41
O 4.529 1.263 -1.795 -0.109 0.171 -0.593 -0.48
H 3.281 4.138 -3.048 0.150 -0.078 -0.331 0.41
H 4.437 4.030 -1.759 0.135 -0.214 0.212 0.35
H 2.840 3.199 -1.676 0.197 -0.007 0.275 0.29
H 3.471 1.679 -3.498 -0.145 -0.186 0.169 0.23
H 6.252 2.884 -3.340 -0.196 0.388 0.576 0.29
H 5.047 2.987 -4.580 0.268 -0.105 -0.417 0.35
H 5.929 1.479 -4.173 -0.742 -0.415 -0.111 0.35
H 4.976 1.828 -1.161 0.186 -0.173 0.362 0.28
C 1.369 6.708 2.892 -1.644 -0.384 0.219 -1.18
C 0.573 7.816 2.214 0.670 0.009 0.166 0.66
C 1.413 8.493 1.197 0.056 1.673 0.189 -1.45
O -0.583 7.273 1.652 -1.133 -1.269 -0.155 -0.50
H 2.440 6.879 3.003 -0.251 0.082 0.110 0.33
H 1.130 5.793 2.350 0.502 -0.121 -0.125 0.30
H 0.811 6.626 3.825 0.800 -0.540 0.542 0.30
H 0.221 8.464 3.017 0.311 0.692 -0.126 0.14
H 0.830 9.297 0.748 -0.193 -0.266 -0.792 0.44
H 1.857 7.787 0.496 -0.073 0.222 -0.092 0.32
H 2.157 9.102 1.709 0.571 -0.436 0.017 0.39
H -0.865 7.662 0.821 0.347 0.308 0.032 0.26
C -7.309 -1.218 0.902 -0.046 -0.849 0.741 -1.37
C -6.625 0.098 1.147 -0.424 0.230 -0.762 0.66
C -7.623 1.229 1.200 -0.881 1.224 -0.674 -1.31
O -5.922 0.052 2.352 0.568 -0.172 0.854 -0.50
H -6.734 -2.099 1.189 0.741 0.192 -0.358 0.35
H -7.646 -1.356 -0.125 -0.240 0.196 0.185 0.34
H -8.100 -1.309 1.645 -0.650 0.236 -0.374 0.34
H -5.889 0.347 0.383 -0.086 -0.272 -0.566 0.18
H -7.136 2.200 1.108 0.322 0.100 0.507 0.35
H -8.293 1.245 2.059 0.426 -0.289 0.381 0.31
H -8.324 1.307 0.369 0.074 -0.652 -0.456 0.36
H -5.371 0.838 2.318 0.237 0.058 0.571 0.28
C -0.796 4.938 -7.354 0.260 0.239 1.308 -1.33
C -0.842 3.421 -7.246 1.294 0.231 -3.264 0.60
C -1.635 2.823 -8.458 -0.867 -0.059 1.392 -1.31
O 0.497 3.005 -7.583 0.716 -0.105 0.902 -0.57
H -1.815 5.325 -7.323 0.162 0.329 -0.084 0.34
H -0.175 5.374 -8.136 -0.568 -0.663 -0.810 0.33
H -0.221 5.321 -6.511 -0.399 0.047 0.591 0.34
H -1.052 3.083 -6.232 -0.650 -0.079 -0.197 0.25
H -1.940 1.806 -8.211 -0.132 -0.138 -0.097 0.34
H -1.004 2.764 -9.345 0.068 0.347 0.166 0.37
H -2.534 3.393 -8.694 -0.064 -0.044 0.012 0.34
H 0.437 2.108 -7.918 0.188 -0.131 0.089 0.28
```
Forces are in eV/Å.